Record 1
The following is a quantum chemistry calculation of a cluster of 2 separate species, C4H12N2O in total at a distorted geometry, from the Open Molecules 2025 dataset.

Structure (SMILES)   C=NCCCN.O
Highest occupied orbital energy   -9.4 eV
Gap between HOMO and LUMO   10.241 eV
Relative energy (zero: lowest compared OMol25 entry of this formula, charge and spin)   67.6 kcal per mole

Each line ends with the Mulliken charge.
Element x y z (Å)
C1 -0.420 0.247 1.501  -0.35
C2 -1.063 0.417 0.173  -0.41
C3 -0.239 -0.331 -0.851  -0.56
C4 0.697 1.210 -2.390  -0.41
N1 0.831 0.457 -1.361  -0.43
N2 -1.371 0.171 2.707  -0.65
H1 0.286 1.063 1.667  0.24
H2 0.197 -0.714 1.564  0.15
H3 -2.177 0.090 0.047  0.34
H4 -1.274 1.488 -0.114  0.27
H5 -0.969 -0.716 -1.597  0.36
H6 0.274 -1.263 -0.485  0.32
H7 1.572 1.872 -2.431  0.25
H8 -0.075 1.203 -3.098  0.33
H9 -1.190 -0.762 3.081  0.27
H10 -2.412 0.097 2.399  0.26
H11 2.374 -0.822 -0.662  0.37
H12 2.422 -1.907 0.417  0.32
O1 2.537 -1.799 -0.568  -0.68

Record 2
The following is a quantum chemistry calculation of an isolated molecule of C5H10O2, from the Open Molecules 2025 dataset.

Highest occupied orbital energy   -8.1 eV
Gap between HOMO and LUMO   8.966 eV
Relative energy (zero: lowest compared OMol25 entry of this formula, charge and spin)   149.4 kcal per mole

Each line ends with the Mulliken charge.
Element x y z (Å)
C1 -1.532 -1.382 0.567  -1.14
C2 -0.558 -0.250 0.792  -0.11
C3 0.636 -0.136 -0.679  -0.38
C4 1.897 0.382 0.030  -0.42
O1 1.673 1.623 0.655  -0.57
C5 -0.806 0.910 -0.579  -0.58
O2 -1.277 0.981 0.713  -0.33
H1 -1.013 -2.337 0.432  0.35
H2 -2.072 -1.403 1.520  0.32
H3 -2.287 -1.256 -0.223  0.29
H4 0.659 0.124 -1.749  0.41
H5 0.615 -1.232 -0.689  0.32
H6 2.696 0.543 -0.701  0.35
H7 2.242 -0.367 0.759  0.24
H8 1.001 1.442 1.333  0.39
H9 -1.551 0.527 -1.282  0.41
H10 -0.323 1.832 -0.898  0.43

Record 3
The following is a quantum chemistry calculation of a structure of composition C42H41BrN4P2Re at a distorted geometry, from the Open Molecules 2025 dataset.

Highest occupied orbital energy (alpha / beta)   -19.1 / -18.9 eV
Gap between HOMO and LUMO (alpha / beta)   5.816 / 5.673 eV
2S+1   2
Relative energy (zero: lowest compared OMol25 entry of this formula, charge and spin)   21.6 kcal per mole
Charge   +4

Each line ends with the Mulliken charge.
Element x y z (Å)
Re1 0.606 1.031 0.747  0.59
C1 0.230 -2.080 -1.083  -1.39
N1 -1.234 -2.163 -1.137  0.57
C2 -1.940 -1.720 -0.110  -1.57
P1 -1.556 0.626 0.345  1.96
C3 -2.778 0.628 1.628  1.40
C4 -4.125 0.341 1.365  -0.51
C5 -5.045 0.370 2.398  -0.78
C6 -4.638 0.695 3.688  -0.68
C7 -3.306 0.997 3.957  -0.61
C8 -2.378 0.955 2.934  -0.78
C9 -2.337 1.277 -1.123  0.76
C10 -3.208 2.370 -1.003  -0.59
C11 -3.732 2.949 -2.148  -0.89
C12 -3.418 2.433 -3.399  -0.69
C13 -2.555 1.346 -3.520  -1.04
C14 -2.006 0.775 -2.387  -0.71
C15 -1.843 -2.639 -2.326  0.92
C16 -1.132 -2.664 -3.537  -0.11
C17 -1.751 -3.139 -4.675  -0.98
C18 -3.067 -3.598 -4.622  -0.50
C19 -3.761 -3.603 -3.417  -0.98
C20 -3.156 -3.141 -2.265  -0.32
P2 1.026 -1.270 0.379  0.61
C21 2.771 -1.448 -0.037  0.96
C22 3.271 -1.890 -1.264  -0.62
C23 4.643 -1.987 -1.453  -0.80
C24 5.514 -1.643 -0.431  -0.76
C25 5.024 -1.200 0.793  -0.78
C26 3.659 -1.099 0.992  -0.74
C27 0.712 -2.364 1.775  1.39
C28 -0.157 -2.010 2.809  0.05
C29 -0.396 -2.900 3.845  -1.15
C30 0.236 -4.138 3.853  -0.75
C31 1.105 -4.489 2.828  -0.86
C32 1.352 -3.606 1.789  -1.38
H1 0.544 -1.509 -1.961  0.59
H2 0.652 -3.086 -1.168  0.97
H3 -1.553 -1.906 0.888  0.47
H4 -3.016 -1.678 -0.236  0.60
H5 -4.460 0.123 0.359  0.44
H6 -6.085 0.151 2.200  0.49
H7 -5.366 0.724 4.487  0.48
H8 -3.003 1.274 4.957  0.52
H9 -1.345 1.209 3.132  -0.08
H10 -3.476 2.760 -0.030  0.58
H11 -4.401 3.794 -2.061  0.53
H12 -3.851 2.876 -4.286  0.50
H13 -2.316 0.952 -4.498  0.55
H14 -1.311 -0.046 -2.490  0.87
H15 -0.117 -2.307 -3.616  0.51
H16 -1.209 -3.155 -5.610  0.46
H17 -3.538 -3.981 -5.516  0.48
H18 -4.760 -4.013 -3.368  0.47
H19 -3.674 -3.266 -1.327  0.68
H20 2.619 -2.176 -2.074  0.50
H21 5.030 -2.345 -2.396  0.53
H22 6.581 -1.733 -0.582  0.47
H23 5.706 -0.953 1.593  0.53
H24 3.282 -0.787 1.960  0.42
H25 -0.664 -1.053 2.814  0.22
H26 -1.067 -2.629 4.646  0.52
H27 0.056 -4.828 4.665  0.48
H28 1.602 -5.449 2.842  0.51
H29 2.056 -3.881 1.013  0.49
Br1 3.429 1.318 -4.319  -0.06
C33 2.096 2.029 -3.225  -0.57
C34 1.390 3.173 -3.578  -0.20
C35 0.422 3.642 -2.704  -1.12
C36 0.175 2.964 -1.526  -0.33
N2 0.853 1.847 -1.197  0.67
C37 1.807 1.393 -2.027  0.02
H30 1.598 3.687 -4.507  0.54
H31 -0.142 4.535 -2.934  0.58
H32 -0.576 3.312 -0.830  0.64
H33 2.360 0.512 -1.728  0.30
C38 4.477 4.952 2.027  -1.24
C39 3.500 3.845 2.153  0.90
C40 3.064 3.153 3.295  -1.50
C41 2.134 2.250 2.842  0.65
N3 1.987 2.345 1.496  0.43
N4 2.838 3.333 1.109  -0.36
C42 1.300 1.227 3.533  -0.89
H34 5.137 4.965 2.892  0.37
H35 3.954 5.911 1.996  0.32
H36 5.079 4.867 1.124  0.39
H37 3.397 3.313 4.303  0.52
H38 2.949 3.584 0.137  0.19
H39 1.900 0.591 4.183  0.46
H40 0.816 0.490 2.833  -0.21
H41 0.507 1.680 4.128  0.49